Record 1
The following is a quantum chemistry calculation of a 2-piece molecular cluster, C3H5NO3 overall, from OMol25.

orbital gap: 11.356 eV
HOMO: -0.388 Eh
LUMO: 0.8 eV
energy above the lowest of the compared OMol25 structures with the same formula, charge and spin: 2.4547 eV
structure (SMILES): [H]/N=C1/CO1.O=CO

XYZ file:
```
12
C3H5NO3 | OMol25 | wB97M-V/def2-TZVPD
H 1.514 -1.056 -1.966
N 0.885 -0.582 -1.320
C 0.957 -1.016 -0.140
C 0.545 -0.975 1.219
O 1.575 -1.908 0.621
H -0.377 -1.459 1.523
H 0.954 -0.221 1.883
O -1.150 0.980 0.918
C -1.446 1.618 -0.069
O -0.976 1.461 -1.291
H -2.178 2.438 -0.042
H -0.303 0.720 -1.337
```

=====

Record 2
The following is a quantum chemistry calculation of the molecule C12H16Si, from OMol25.

orbital gap (alpha / beta): 9.128 / 7.521 eV
HOMO (alpha / beta): -0.338 / -0.293 Eh
LUMO (alpha / beta): -0.1 / -0.5 eV
energy above the lowest of the compared OMol25 structures with the same formula, charge and spin: 4.4715 eV

XYZ file:
```
29
C12H16Si | OMol25 | wB97M-V/def2-TZVPD
C 4.388 1.130 0.281
C 3.060 1.544 0.161
C 4.688 -0.216 0.191
C 0.323 -1.834 0.873
C 3.690 -1.157 -0.003
C 1.265 -1.769 -0.332
C 2.111 0.583 -0.007
C -0.811 -1.214 0.939
C 2.353 -0.763 -0.105
C -1.465 0.461 -1.620
C -1.834 1.636 1.230
C -3.720 -0.645 0.219
Si -1.941 0.043 0.192
H 5.166 1.861 0.445
H 2.807 2.592 0.219
H 5.715 -0.545 0.265
H 0.690 -2.463 1.676
H 3.945 -2.204 -0.099
H 1.691 -2.758 -0.502
H 0.681 -1.473 -1.204
H -0.477 0.911 -1.664
H -1.456 -0.429 -2.243
H -2.171 1.160 -2.059
H -2.099 1.451 2.265
H -0.828 2.045 1.217
H -2.506 2.398 0.848
H -4.424 0.066 -0.205
H -3.801 -1.565 -0.352
H -4.043 -0.860 1.233
```

=====

Record 3
The following is a quantum chemistry calculation of a 2-piece molecular cluster, C25H34F2N3O8P3Si overall, from OMol25.

orbital gap: 6.766 eV
HOMO: -0.311 Eh
LUMO: -1.7 eV
structure (SMILES): C[Si](C)(CCC(F)(F)c1c(CP(=O)(O)O)c2c(c(CN)c1PP(=O)(O)O)C(=O)NC2=O)c1ccccc1.CCCC#N

XYZ file:
```
76
C25H34F2N3O8P3Si | OMol25 | wB97M-V/def2-TZVPD
C 0.452 -1.913 -0.959
Si -1.022 -2.066 0.257
C -1.349 -3.934 0.498
C -2.574 -1.064 -0.316
C -2.278 0.513 -0.253
C -2.004 1.191 -1.713
F -3.317 1.505 -2.262
F -1.482 0.140 -2.506
C -1.191 2.545 -1.661
C -1.530 3.661 -0.600
C -2.727 3.572 0.466
P -2.192 2.942 2.172
O -2.840 1.596 2.565
O -2.752 4.094 3.330
O -0.481 2.934 2.356
C -0.711 5.000 -0.509
C 0.468 5.321 -1.452
C 0.793 4.274 -2.544
C 2.013 4.659 -3.532
N 1.943 6.108 -3.974
C -0.008 2.933 -2.642
P 0.545 1.803 -4.086
P 2.060 0.358 -3.366
O 1.694 -1.091 -3.700
O 2.521 0.639 -1.756
O 3.463 0.714 -4.318
C 1.085 6.724 -1.036
O 2.159 7.295 -1.287
N 0.014 7.257 -0.135
C -0.868 6.226 0.492
O -1.499 6.360 1.562
C -0.344 -1.421 1.963
C -0.695 -2.067 3.326
C -0.081 -1.469 4.636
C 0.877 -0.247 4.668
C 1.221 0.421 3.285
C 0.630 -0.181 1.992
H 1.442 -2.292 -0.518
H 0.550 -0.786 -1.207
H 0.201 -2.411 -1.972
H -2.192 -4.196 1.222
H -1.512 -4.378 -0.556
H -0.354 -4.397 0.870
H -3.373 -1.269 0.499
H -3.028 -1.435 -1.293
H -3.263 1.007 0.101
H -1.491 0.827 0.515
H -3.657 3.024 0.057
H -3.090 4.658 0.643
H -3.002 3.633 4.160
H -0.318 2.721 3.313
H 2.985 4.420 -2.970
H 2.028 4.049 -4.496
H 0.973 6.355 -4.212
H 2.562 6.139 -4.799
H -0.599 1.072 -4.601
H 3.059 -0.126 -1.426
H 3.624 1.689 -4.223
H 0.606 7.500 0.689
H -1.368 -2.984 3.335
H -0.351 -2.011 5.612
H 1.332 0.162 5.641
H 1.918 1.333 3.274
H 0.893 0.340 0.996
C 0.268 -8.836 1.719
C 1.263 -8.828 0.564
C 2.369 -7.784 0.738
C 1.769 -6.410 0.809
N 1.294 -5.329 0.865
H -0.262 -7.883 1.801
H -0.484 -9.613 1.567
H 0.773 -9.032 2.670
H 0.722 -8.642 -0.369
H 1.719 -9.819 0.479
H 3.063 -7.827 -0.106
H 2.937 -7.975 1.652
```

=====

Record 4
The following is a quantum chemistry calculation of a 2-piece molecular cluster, H4S2Si overall, from OMol25.

orbital gap (alpha / beta): 6.601 / 9.214 eV
HOMO (alpha / beta): -0.267 / -0.359 Eh
LUMO (alpha / beta): -0.7 / -0.6 eV
energy above the lowest of the compared OMol25 structures with the same formula, charge and spin: 4.1031 eV

XYZ file:
```
7
H4S2Si | OMol25 | wB97M-V/def2-TZVPD
Si -0.556 -0.587 -0.458
S -2.507 -0.149 0.270
S 0.306 -2.400 0.247
H -0.014 -0.606 -1.734
H 1.423 0.896 1.393
H -2.857 0.638 -0.784
H 1.544 -1.943 0.429
```

=====

Record 5
The following is a quantum chemistry calculation of a 4-piece molecular cluster, C43H70F4N4O7 overall, from OMol25.

orbital gap (alpha / beta): 7.552 / 7.455 eV
spin multiplicity: 4
HOMO (alpha / beta): -0.197 / -0.197 Eh
LUMO (alpha / beta): 2.2 / 2.1 eV
energy above the lowest of the compared OMol25 structures with the same formula, charge and spin: 0.0000 eV
total charge: -1

XYZ file:
```
128
C43H70F4N4O7 | OMol25 | wB97M-V/def2-TZVPD
C 3.326 -0.951 1.629
C 3.882 -1.756 0.486
C 4.125 -3.205 0.770
N 4.118 -1.264 -0.680
C 3.062 -0.631 -1.339
C 2.935 0.677 -1.606
C 3.993 1.681 -1.230
C 3.556 3.130 -1.247
C 2.686 3.545 -0.081
F 4.757 3.886 -1.139
C 1.663 1.078 -2.279
O 1.612 1.916 -3.160
C 0.453 0.349 -1.801
C -0.845 1.080 -1.619
C -1.647 1.162 -2.918
C -2.836 2.072 -2.762
F -3.488 1.881 -1.589
F -3.750 1.909 -3.734
F -2.481 3.382 -2.770
C 0.596 -0.955 -1.546
C -0.479 -1.881 -0.993
O -0.490 -1.874 0.252
O -1.147 -2.524 -1.815
C 1.941 -1.541 -1.774
O 2.139 -2.625 -2.260
H 2.542 -0.276 1.281
H 2.864 -1.610 2.366
H 4.126 -0.397 2.117
H 4.691 -3.630 -0.055
H 3.124 -3.644 0.767
H 4.606 -3.379 1.731
H 4.836 1.588 -1.920
H 4.375 1.417 -0.242
H 3.107 3.416 -2.192
H 2.793 4.624 0.030
H 1.642 3.302 -0.258
H 3.047 3.097 0.844
H -0.634 2.088 -1.252
H -1.410 0.576 -0.836
H -1.027 1.583 -3.706
H -2.038 0.188 -3.207
C -1.774 -2.586 5.398
C -0.609 -2.669 4.397
C -0.944 -3.662 3.283
C -0.897 -5.115 3.751
C 0.455 -5.433 4.389
C 0.842 -4.467 5.512
N 0.667 -3.042 5.090
O 1.687 -2.662 4.393
C 0.009 -4.774 6.772
C 2.294 -4.706 5.912
C -0.486 -1.280 3.794
H -2.645 -2.164 4.896
H -2.089 -3.546 5.798
H -1.519 -1.934 6.236
H -0.242 -3.528 2.456
H -1.929 -3.425 2.879
H -1.710 -5.322 4.455
H -1.059 -5.775 2.897
H 0.453 -6.451 4.787
H 1.223 -5.404 3.610
H 0.086 -3.961 7.495
H 0.386 -5.679 7.248
H -1.042 -4.956 6.565
H 2.970 -4.618 5.065
H 2.390 -5.716 6.311
H 2.611 -4.000 6.681
H -0.194 -0.539 4.541
H -1.445 -0.985 3.374
H 0.235 -1.261 2.981
C 0.324 -2.432 -5.976
C -1.188 -2.151 -6.033
C -1.793 -2.816 -7.269
C -1.421 -2.115 -8.576
C -1.787 -0.632 -8.512
C -1.206 0.088 -7.293
N -1.464 -0.678 -6.036
O -2.664 -0.445 -5.619
C 0.304 0.319 -7.494
C -1.822 1.477 -7.180
C -1.745 -2.774 -4.761
H 0.483 -3.498 -5.814
H 0.861 -2.178 -6.887
H 0.784 -1.899 -5.143
H -2.884 -2.826 -7.174
H -1.475 -3.860 -7.298
H -0.354 -2.238 -8.785
H -1.950 -2.584 -9.408
H -1.448 -0.122 -9.418
H -2.878 -0.543 -8.495
H 0.781 0.603 -6.554
H 0.459 1.132 -8.204
H 0.828 -0.542 -7.900
H -2.908 1.442 -7.135
H -1.544 2.062 -8.058
H -1.459 1.996 -6.292
H -1.354 -2.276 -3.877
H -1.449 -3.822 -4.704
H -2.833 -2.742 -4.721
C -0.109 3.625 5.235
C 0.220 4.317 3.901
C -0.110 5.807 3.994
C -1.610 6.091 3.987
C -2.269 5.455 2.764
C -1.975 3.960 2.619
N -0.510 3.677 2.763
O 0.100 3.938 1.656
C -2.795 3.168 3.654
C -2.453 3.474 1.255
C 1.722 4.134 3.713
H 0.553 4.009 6.012
H -1.123 3.798 5.586
H 0.049 2.550 5.159
H 0.351 6.331 3.150
H 0.347 6.215 4.899
H -2.074 5.727 4.908
H -1.777 7.171 3.969
H -3.351 5.597 2.803
H -1.919 5.977 1.868
H -2.430 2.146 3.737
H -3.836 3.123 3.335
H -2.801 3.616 4.645
H -2.014 4.041 0.437
H -3.534 3.591 1.192
H -2.215 2.420 1.107
H 1.974 3.080 3.592
H 2.239 4.511 4.596
H 2.097 4.678 2.849
```

=====

Record 6
The following is a quantum chemistry calculation of C42H34N3O4RhS4 as an isolated structure, from OMol25.

orbital gap: 5.813 eV
HOMO: -0.480 Eh
LUMO: -7.2 eV
energy above the lowest of the compared OMol25 structures with the same formula, charge and spin: 1.3266 eV
total charge: +2

XYZ file:
```
88
C42H34N3O4RhS4 | OMol25 | wB97M-V/def2-TZVPD
Rh 0.118 -0.902 -0.163
C 2.130 0.285 4.575
S 1.204 1.582 3.739
C 0.722 0.811 2.264
S 1.019 -0.812 1.961
N 0.098 1.593 1.370
N -0.374 1.087 0.126
C -1.514 0.373 0.221
C -2.124 -0.035 -1.086
C -3.396 0.169 -1.566
C -3.704 -0.394 -2.802
C -2.754 -1.139 -3.481
C -1.501 -1.327 -2.912
N -1.214 -0.765 -1.748
H 2.482 0.751 5.494
H 2.975 -0.027 3.964
H 1.481 -0.554 4.812
H -2.061 0.294 1.156
H -4.129 0.724 -0.996
H -4.692 -0.264 -3.224
H -2.981 -1.595 -4.434
H -0.731 -1.934 -3.367
C 6.075 -1.752 3.216
C 5.199 -1.057 2.214
C 5.042 0.328 2.242
C 4.253 0.982 1.306
C 3.620 0.233 0.327
C 3.755 -1.147 0.273
C 4.542 -1.781 1.218
S 2.579 1.045 -0.873
O 1.762 -0.072 -1.507
C 3.887 1.615 -1.949
C 5.066 0.845 -2.076
C 6.178 1.379 -2.647
C 6.202 2.737 -3.045
C 7.387 3.333 -3.541
C 7.401 4.645 -3.912
C 6.230 5.424 -3.802
C 5.069 4.872 -3.345
C 5.019 3.509 -2.951
C 3.817 2.898 -2.457
C 2.573 3.675 -2.792
C 2.296 3.786 -4.192
C 2.915 2.920 -5.133
C 2.649 3.042 -6.466
C 1.777 4.046 -6.938
C 1.165 4.893 -6.061
C 1.398 4.777 -4.672
C 0.769 5.660 -3.760
C 0.928 5.490 -2.423
C 1.792 4.462 -1.959
S 1.616 4.112 -0.271
O 2.746 3.837 0.580
C 0.114 3.640 0.109
C -1.023 3.862 -0.746
C -2.242 3.920 -0.182
C -2.483 3.766 1.252
C -3.858 4.062 1.768
C -1.482 3.353 2.034
C -0.109 3.047 1.500
H 6.099 -1.216 4.165
H 7.101 -1.807 2.847
H 5.737 -2.771 3.400
H 5.548 0.908 3.005
H 4.146 2.058 1.338
H 3.234 -1.717 -0.487
H 4.645 -2.858 1.185
H 5.079 -0.168 -1.703
H 7.072 0.781 -2.763
H 8.282 2.729 -3.615
H 8.311 5.094 -4.287
H 6.256 6.469 -4.080
H 4.186 5.493 -3.263
H 3.586 2.145 -4.792
H 3.116 2.366 -7.169
H 1.594 4.140 -8.000
H 0.493 5.665 -6.414
H 0.145 6.458 -4.138
H 0.420 6.125 -1.709
H -0.887 3.974 -1.810
H -3.100 4.084 -0.824
H -4.605 3.452 1.255
H -4.115 5.106 1.584
H -3.931 3.873 2.836
H -1.628 3.186 3.094
H 0.655 3.433 2.182
O 0.396 -2.827 -0.386
O -0.708 -2.599 0.359
```

=====

Record 7
The following is a quantum chemistry calculation of C2H6O2Sc as an isolated structure, from OMol25.

orbital gap (alpha / beta): 7.728 / 7.301 eV
spin multiplicity: 2
HOMO (alpha / beta): -0.741 / -0.740 Eh
LUMO (alpha / beta): -12.4 / -12.8 eV
energy above the lowest of the compared OMol25 structures with the same formula, charge and spin: 3.9475 eV
total charge: +2

XYZ file:
```
11
C2H6O2Sc | OMol25 | wB97M-V/def2-TZVPD
O 0.206 2.368 1.777
Sc -1.318 2.273 0.351
C 0.452 -0.283 -0.047
C -0.445 -1.427 -0.420
H 0.621 0.120 1.130
H 1.497 -0.449 -0.344
H -1.474 -1.275 -0.068
H -0.464 -1.581 -1.508
H -0.061 -2.355 0.028
O 0.040 1.007 -0.556
H 0.946 1.602 -0.343
```

=====

Record 8
The following is a quantum chemistry calculation of the molecule C5H3Cl, from OMol25.

orbital gap: 9.911 eV
HOMO: -0.356 Eh
LUMO: 0.2 eV
energy above the lowest of the compared OMol25 structures with the same formula, charge and spin: 1.1713 eV
structure (SMILES): C#CC#CCCl

XYZ file:
```
9
C5H3Cl | OMol25 | wB97M-V/def2-TZVPD
C 2.489 -1.241 -1.648
C 1.349 -0.753 -1.377
C 0.133 -0.061 -0.916
C -0.517 0.319 0.065
C -1.494 0.616 1.278
Cl -2.278 2.314 1.095
H 3.402 -1.764 -1.919
H -2.325 -0.114 1.280
H -0.758 0.684 2.141
```

=====

Record 9
The following is a quantum chemistry calculation of C32H26AuClN2O5P as an isolated structure, from OMol25.

orbital gap (alpha / beta): 6.786 / 3.914 eV
spin multiplicity: 3
HOMO (alpha / beta): -0.352 / -0.362 Eh
LUMO (alpha / beta): -2.8 / -5.9 eV
energy above the lowest of the compared OMol25 structures with the same formula, charge and spin: 0.0000 eV
total charge: +1

XYZ file:
```
68
C32H26AuClN2O5P | OMol25 | wB97M-V/def2-TZVPD
Au 0.311 0.935 -0.354
Cl 1.858 -5.273 3.030
C 1.513 -3.626 2.608
C 0.692 -2.852 3.441
C 0.403 -1.558 3.103
C 0.908 -0.943 1.923
O 0.579 0.289 1.709
C 1.748 -1.748 1.093
C 2.345 -1.324 -0.138
N 2.110 -0.227 -0.772
C 2.762 0.068 -1.976
C 4.042 -0.322 -2.286
C 4.602 -0.018 -3.542
C 3.887 0.668 -4.482
C 2.578 1.111 -4.187
C 1.770 1.806 -5.114
C 0.507 2.187 -4.760
C 0.060 1.915 -3.455
N 0.796 1.294 -2.567
C 2.030 0.846 -2.914
C 2.035 -3.078 1.472
H 0.293 -3.286 4.348
H -0.231 -0.952 3.737
H 3.044 -2.038 -0.579
H 4.639 -0.856 -1.559
H 5.612 -0.342 -3.755
H 4.310 0.886 -5.454
H 2.161 2.016 -6.102
H -0.147 2.702 -5.449
H -0.927 2.224 -3.138
H 2.676 -3.677 0.836
O -2.492 -0.443 0.083
C -1.767 -1.392 -0.233
O -0.672 -1.404 -0.842
C -2.228 -2.779 0.227
C -1.449 -3.908 -0.169
C -1.742 -5.190 0.232
C -2.847 -5.303 1.058
O -3.353 -6.400 1.601
C -4.491 -6.010 2.377
O -4.610 -4.596 2.248
C -3.624 -4.178 1.455
C -3.333 -2.898 1.047
H -0.601 -3.678 -0.801
H -1.163 -6.055 -0.056
H -4.315 -6.267 3.420
H -5.380 -6.489 1.971
H -3.898 -2.022 1.331
C -2.262 3.268 -0.828
P -1.064 2.615 0.369
C -2.041 2.080 1.789
C -0.131 4.051 0.943
C 0.353 4.073 2.251
C 1.122 5.138 2.692
C 1.422 6.184 1.831
C 0.955 6.162 0.525
C 0.187 5.097 0.080
H -1.765 3.597 -1.738
H -2.809 4.110 -0.404
H -2.958 2.467 -1.078
H -2.521 2.931 2.274
H -1.385 1.556 2.481
H -2.775 1.365 1.429
H 0.140 3.253 2.925
H 1.488 5.150 3.710
H 2.021 7.016 2.178
H 1.189 6.975 -0.150
H -0.168 5.095 -0.944
```

=====

Record 10
The following is a quantum chemistry calculation of a 2-piece molecular cluster, C4H8O3 overall, from OMol25.

orbital gap: 10.907 eV
HOMO: -0.380 Eh
LUMO: 0.6 eV
energy above the lowest of the compared OMol25 structures with the same formula, charge and spin: 2.0530 eV
structure (SMILES): O=CCCC=O.O

XYZ file:
```
15
C4H8O3 | OMol25 | wB97M-V/def2-TZVPD
O 1.259 0.595 -2.960
C 0.261 0.039 -2.581
C -0.129 0.014 -1.122
C 0.822 0.868 -0.244
C 0.319 0.704 1.174
O -0.096 1.602 1.857
H -0.307 -0.606 -3.275
H -1.158 0.232 -0.863
H 0.130 -1.028 -0.877
H 0.629 1.900 -0.516
H 1.884 0.723 -0.381
H 0.216 -0.341 1.495
O -1.359 -1.854 2.959
H -2.008 -1.259 2.581
H -0.461 -1.587 2.754
```